C8H38O15 | wB97M-V/def2-TZVPD

XYZ file:
```
61
Properties=species:S:1:pos:R:3:forces:R:3
O -1.80164 3.66790 3.90141 0.4 -0.3 0.3
C -3.00700 3.66883 4.65041 0.0 -0.2 0.2
C -3.32015 2.40753 5.54279 1.2 0.3 0.0
O -4.58322 2.45386 6.15031 -0.4 0.4 -0.4
H -1.77257 2.97574 3.23683 -0.3 -0.2 0.0
H -2.90000 4.57209 5.25105 -0.2 -0.2 0.4
H -3.82688 3.86966 3.96079 -0.5 -0.2 0.0
H -2.62074 2.29736 6.37152 0.3 0.4 -0.1
H -3.22378 1.46479 5.00423 0.1 0.0 -0.6
H -5.18410 2.41821 5.40247 -0.6 0.0 0.2
O -3.48988 -3.73403 0.30921 0.2 0.5 -0.3
C -4.77084 -3.28036 0.72460 -0.5 -0.9 -0.2
C -5.70341 -4.50428 0.72158 -0.2 2.3 -0.7
O -5.45355 -5.33504 1.77050 0.1 -1.3 1.5
H -3.17743 -3.08814 -0.32860 0.4 -0.1 0.0
H -4.69510 -2.84839 1.72248 -0.1 -0.2 0.2
H -5.20068 -2.50572 0.08955 0.2 0.0 -0.4
H -5.67848 -5.03708 -0.22901 0.2 0.2 -0.3
H -6.69332 -4.06096 0.82946 -0.4 -0.4 0.2
H -4.55743 -5.67216 1.70056 0.1 0.0 0.0
O 3.16026 -5.33602 0.29216 -0.4 -0.4 0.5
C 2.60210 -4.44119 1.31666 1.6 -1.2 -2.2
C 1.86063 -5.22845 2.41148 0.2 2.0 -0.6
O 1.04690 -4.17085 2.98960 0.3 -1.1 0.7
H 3.67696 -4.78781 -0.30289 0.0 0.0 0.0
H 3.49367 -3.90892 1.64816 -0.3 0.1 1.1
H 2.06282 -3.70367 0.72223 -1.0 -0.1 0.7
H 2.60936 -5.62015 3.10001 -0.3 0.4 0.4
H 1.27081 -6.09701 2.11855 -0.1 0.3 -0.6
H 0.23594 -4.14736 2.47638 -0.1 0.1 0.0
O 5.95570 0.82451 -3.08026 -0.4 1.0 0.6
C 5.73585 -0.03231 -4.16293 0.5 -1.9 -0.2
C 4.28538 -0.48626 -4.32189 0.7 0.4 -1.0
O 3.69494 0.32317 -5.31123 -0.7 1.5 0.0
H 6.85484 1.12358 -3.23418 0.0 0.3 0.5
H 6.22523 0.41138 -5.02997 -0.6 -0.3 -0.5
H 6.26920 -0.94342 -3.89183 0.3 -0.4 -0.4
H 3.90480 -0.44407 -3.30136 -0.7 0.2 0.0
H 4.11706 -1.46147 -4.77875 1.0 -0.7 0.9
H 2.80429 0.02559 -5.51069 -0.1 -0.1 0.1
O 4.92119 1.87127 1.40003 0.0 0.1 0.3
H 5.51922 1.74349 0.66365 0.2 0.0 -0.2
H 4.08542 1.51866 1.09442 -0.3 -0.1 -0.1
O 3.36183 5.04977 4.14030 0.1 0.2 0.1
H 2.45940 4.84725 3.89365 -0.3 0.0 0.0
H 3.89040 4.41051 3.66262 0.2 -0.2 -0.1
O -3.99767 2.62055 -1.64974 0.0 -0.1 0.3
H -4.52482 2.28890 -2.37662 -0.1 -0.1 -0.2
H -3.55322 3.38942 -2.00685 0.2 0.2 -0.1
O 1.09666 5.73012 -2.62458 0.0 -0.3 -0.1
H 0.31304 6.25506 -2.46147 -0.2 0.1 0.1
H 1.82525 6.32053 -2.43275 0.2 0.1 0.0
O 0.86298 1.65167 -0.43751 0.0 -0.1 0.3
H 1.18600 2.53104 -0.63400 0.1 0.3 -0.1
H 0.82204 1.21534 -1.28849 0.0 -0.1 -0.2
O -0.82437 -1.81039 -4.18900 0.2 0.1 0.1
H -1.57961 -1.37374 -4.58293 -0.2 0.2 -0.1
H -0.87907 -2.71336 -4.50188 0.0 -0.3 -0.1
O -1.95921 3.95862 -5.54719 -0.2 -0.2 0.1
H -1.05406 4.01419 -5.24087 0.3 0.0 0.1
H -2.17812 4.85193 -5.81234 -0.1 0.2 -0.1
```
Positions in Å, forces in eV/Å.

As for the molar mass: 374.38 g mol⁻¹. The energy above the lowest of the compared OMol25 structures with the same formula, charge and spin comes out at 3.515 eV. Its total charge is 0. As for the HOMO energy: -0.370 hartree.